Record 1
# C5H9NO2

An isolated molecule of C5H9NO2 at a distorted geometry (wB97M-V/def2-TZVPD, the Open Molecules 2025 dataset).

Structure (SMILES) = C=CC[C@@H](N)C(=O)O
Electronic energy = -10915.5224 eV
Strongest force on any atom = 1.1 eV/Å
HOMO level = -9.45 eV
ΔE to the lowest compared entry with this formula, charge and spin = 1.053 eV

Positions of all 17 atoms, in Å:
1 C 2.2941 0.1163 0.3734
2 C 1.3378 0.4240 1.2212
3 C -0.0548 -0.1659 1.1424
4 C -0.5549 -0.6355 -0.1980
5 N -1.9626 -1.0087 -0.0714
6 C -0.3097 0.3197 -1.3643
7 O 0.5175 0.1908 -2.2173
8 O -1.2402 1.3082 -1.4132
9 H 2.1223 -0.6270 -0.4001
10 H 3.3289 0.4403 0.4055
11 H 1.4179 1.0714 2.0795
12 H -0.1371 -1.0004 1.8393
13 H -0.7347 0.5981 1.5239
14 H -0.0894 -1.5497 -0.5469
15 H -2.4217 -0.5749 0.7180
16 H -2.4709 -0.8049 -0.9233
17 H -1.0425 1.8981 -2.1687

Atomic partial charges in e from the natural (NBO) method, atoms 1 to 8:
1. C -0.389
2. C -0.184
3. C -0.439
4. C -0.160
5. N -0.820
6. C 0.786
7. O -0.582
8. O -0.703



Record 2
# C5H9NO2

An isolated molecule of C5H9NO2 at a distorted geometry (wB97M-V/def2-TZVPD, the Open Molecules 2025 dataset).

Structure (SMILES) = C=CCCNC(=O)O
Electronic energy = -10915.6880 eV
Strongest force on any atom = 1.8 eV/Å
HOMO level = -9.73 eV
ΔE to the lowest compared entry with this formula, charge and spin = 0.888 eV

Positions of all 17 atoms, in Å:
1 C -0.3204 2.0354 0.2694
2 C -1.0539 0.9369 0.3968
3 C -1.3386 0.1164 -0.8363
4 C -0.4315 -1.1532 -0.7041
5 N 1.0208 -0.9000 -0.6429
6 C 1.7317 -0.6491 0.5326
7 O 2.8359 -0.1988 0.6502
8 O 0.9967 -1.1207 1.5716
9 H -0.0314 2.6307 1.1347
10 H 0.0207 2.4315 -0.6826
11 H -1.1148 0.4153 1.3424
12 H -2.3741 -0.2517 -0.9122
13 H -1.2474 0.6334 -1.7853
14 H -0.5722 -1.9930 -1.4082
15 H -0.8298 -1.6706 0.1932
16 H 1.4208 -0.5638 -1.5074
17 H 1.2875 -0.6988 2.3880

Atomic partial charges in e from the natural (NBO) method, atoms 1 to 8:
1. C -0.382
2. C -0.191
3. C -0.455
4. C -0.226
5. N -0.655
6. C 0.894
7. O -0.624
8. O -0.718



Record 3
# C5H9NO2

An isolated molecule of C5H9NO2 (wB97M-V/def2-TZVPD, the Open Molecules 2025 dataset).

Structure (SMILES) = C/C=C(/C)NC(=O)O
Electronic energy = -10916.5757 eV
Strongest force on any atom = 0.6 eV/Å
HOMO level = -8.85 eV
ΔE to the lowest compared entry with this formula, charge and spin = 0.000 eV

Positions of all 17 atoms, in Å:
1 C -0.4537 1.5833 -1.2967
2 C 0.7197 1.0878 -0.5217
3 C 0.7972 -0.0801 0.1083
4 C 2.0236 -0.5730 0.8177
5 N -0.2793 -0.9948 0.1480
6 C -1.5445 -0.7097 0.5236
7 O -1.9832 0.3566 0.8671
8 O -2.3050 -1.8379 0.4793
9 H -1.1854 2.0337 -0.6260
10 H -0.1415 2.3268 -2.0256
11 H -0.9499 0.7621 -1.8115
12 H 1.5721 1.7486 -0.4656
13 H 1.8075 -0.7406 1.8724
14 H 2.8293 0.1494 0.7358
15 H 2.3576 -1.5178 0.3879
16 H -0.0580 -1.9764 0.0561
17 H -3.2066 -1.6182 0.7507

Atomic partial charges in e from the natural (NBO) method, atoms 1 to 8:
1. C -0.655
2. C -0.179
3. C 0.149
4. C -0.633
5. N -0.648
6. C 0.885
7. O -0.640
8. O -0.708



Record 4
# C5H9NO2

A cluster of 3 separate species, C5H9NO2 in total (wB97M-V/def2-TZVPD, the Open Molecules 2025 dataset).

Electronic energy = -10908.8068 eV
Strongest force on any atom = 0.7 eV/Å
HOMO level (alpha / beta) = -6.72 / -6.72 eV
ΔE to the lowest compared entry with this formula, charge and spin = 7.769 eV

Positions of all 17 atoms, in Å:
1 C 0.4067 -0.4312 0.3450
2 C 0.1526 0.1279 -0.8851
3 C 2.3814 -0.1939 -0.3726
4 C -1.9048 -0.5065 0.5591
5 C -2.8176 0.4350 0.3364
6 O 0.5589 0.4080 1.4311
7 O -0.0138 1.4186 -1.0533
8 N 2.8632 -1.2220 -0.8822
9 H -0.3174 0.3561 1.8624
10 H 0.0273 1.8432 -0.1755
11 H 0.5017 -1.5018 0.4408
12 H 0.0792 -0.4733 -1.7790
13 H 3.8794 -1.2044 -1.0304
14 H 2.8912 0.7354 -0.0775
15 H -2.2464 -1.5137 0.8163
16 H -2.5467 1.4460 0.0278
17 H -3.8949 0.2766 0.4367

Atomic partial charges in e from the natural (NBO) method, atoms 1 to 8:
1. C 0.146
2. C 0.338
3. C 0.052
4. C -0.529
5. C -0.481
6. O -0.755
7. O -0.615
8. N -0.650



Record 5
# C5H9NO2

An isolated molecule of C5H9NO2 at a distorted geometry (wB97M-V/def2-TZVPD, the Open Molecules 2025 dataset).

Structure (SMILES) = NC([C@@H]1CO1)[C@@H]1CO1
Electronic energy = -10909.9610 eV
Strongest force on any atom = 6.8 eV/Å
HOMO level = -8.95 eV
ΔE to the lowest compared entry with this formula, charge and spin = 6.615 eV

Positions of all 17 atoms, in Å:
1 N 0.4766 1.8722 0.3396
2 C 0.1981 0.8014 -0.5291
3 C 1.4276 -0.0184 -0.4086
4 C 1.1999 -1.5566 -0.2634
5 O 1.3267 -0.8309 0.9342
6 C -1.2424 0.2609 -0.1932
7 C -1.6421 -0.6709 0.8728
8 O -1.6843 -0.8406 -0.6884
9 H 0.8659 1.7088 1.2362
10 H -0.3477 2.5557 0.4328
11 H 0.2804 1.2257 -1.4526
12 H 2.4724 0.2084 -1.0033
13 H 1.8692 -2.4229 -0.6625
14 H 0.1242 -1.7764 -0.7232
15 H -1.6727 1.2462 -0.6153
16 H -1.1089 -1.4743 1.4336
17 H -2.5428 -0.2883 1.2904

Atomic partial charges in e from the natural (NBO) method, atoms 1 to 8:
1. N -0.838
2. C -0.148
3. C 0.050
4. C -0.143
5. O -0.522
6. C 0.094
7. C -0.146
8. O -0.485



Record 6
# C5H9NO2

A structure of composition C5H9NO2 (wB97M-V/def2-TZVPD, the Open Molecules 2025 dataset).

Electronic energy = -10911.3873 eV
Strongest force on any atom = 0.7 eV/Å
HOMO level = -9.02 eV
ΔE to the lowest compared entry with this formula, charge and spin = 5.188 eV

Positions of all 17 atoms, in Å:
1 C 1.2230 0.0086 -1.4183
2 C -0.8988 -1.6197 0.0846
3 N 1.3830 1.3845 0.6149
4 C 0.8597 0.2370 0.0022
5 C -1.1894 1.0633 0.6566
6 C -0.1673 -0.4457 0.6926
7 O 0.2153 2.0679 0.0905
8 O -1.6330 1.4290 1.7092
9 H 1.2717 1.3579 1.6308
10 H -1.7208 1.0256 -0.3043
11 H -0.0171 -0.5144 1.7666
12 H 1.8056 0.8414 -1.8029
13 H 1.8159 -0.9116 -1.4809
14 H 0.3380 -0.1436 -2.0387
15 H -1.7769 -1.8616 0.6848
16 H -1.2407 -1.4071 -0.9301
17 H -0.2684 -2.5115 0.0424

Atomic partial charges in e from the natural (NBO) method, atoms 1 to 8:
1. C -0.681
2. C -0.624
3. N -0.359
4. C 0.478
5. C 0.529
6. C -0.405
7. O -0.475
8. O -0.593



Record 7
# C5H9NO2

An isolated molecule of C5H9NO2 at a distorted geometry (wB97M-V/def2-TZVPD, the Open Molecules 2025 dataset).

Structure (SMILES) = CC(C)(C=O)CN=O
Electronic energy = -10911.5781 eV
Strongest force on any atom = 6.5 eV/Å
HOMO level (alpha / beta) = -8.59 / -8.59 eV
ΔE to the lowest compared entry with this formula, charge and spin = 4.998 eV

Positions of all 17 atoms, in Å:
1 C 0.9821 -0.2269 -1.1738
2 C 0.1678 0.1275 0.0636
3 C 0.4389 -0.8191 1.2264
4 C 0.6881 1.8409 0.4043
5 O 0.2216 2.7225 -0.2182
6 C -1.3249 0.2721 -0.2217
7 N -1.8010 -0.9809 -0.8197
8 O -2.5269 -1.6460 -0.1169
9 H 2.0506 -0.2075 -0.9467
10 H 0.7882 0.4800 -1.9814
11 H 0.7357 -1.2252 -1.5380
12 H -0.1008 -0.5122 2.1237
13 H 1.5055 -0.8508 1.4611
14 H 0.1409 -1.8426 0.9876
15 H 1.3935 1.3065 1.0381
16 H -1.4733 1.0502 -0.9779
17 H -1.8860 0.5116 0.6895

Atomic partial charges in e from the natural (NBO) method, atoms 1 to 8:
1. C -0.637
2. C -0.147
3. C -0.652
4. C 0.470
5. O -0.473
6. C -0.339
7. N 0.144
8. O -0.293



Record 8
# C5H9NO2

A cluster of 2 separate species, C5H9NO2 in total at a distorted geometry (wB97M-V/def2-TZVPD, the Open Molecules 2025 dataset).

Structure (SMILES) = C=CC(=C)N.O=CO
Electronic energy = -10914.2014 eV
Strongest force on any atom = 4.8 eV/Å
HOMO level = -8.16 eV
ΔE to the lowest compared entry with this formula, charge and spin = 2.374 eV

Positions of all 17 atoms, in Å:
1 C -0.8737 0.6463 -1.7842
2 C -0.4759 0.8172 -0.5021
3 C -0.7577 -0.1864 0.6072
4 C -0.7272 0.2520 1.8854
5 N -1.3977 -1.3507 0.2636
6 H -0.9772 -0.3365 -2.2308
7 H -0.9521 1.4917 -2.4588
8 H -0.3542 1.8412 -0.1562
9 H -0.2413 1.1770 2.1685
10 H -1.1605 -0.3358 2.6855
11 H -1.3655 -2.0556 0.9916
12 H -1.0628 -1.7304 -0.6159
13 O 1.5675 -1.2774 -0.0198
14 C 1.8522 -0.1753 -0.5428
15 O 2.4666 0.7835 0.2003
16 H 2.0582 -0.0218 -1.6106
17 H 2.4014 0.4610 1.1190

Atomic partial charges in e from the natural (NBO) method, atoms 1 to 8:
1. C -0.363
2. C -0.254
3. C 0.168
4. C -0.499
5. N -0.804
6. H 0.188
7. H 0.207
8. H 0.221